[1]
Density functional theory data (the ωB97M-V functional and the def2-TZVPD basis) for a structure of composition H12O6Tl in a non-equilibrium geometry.

```
! wB97M-V def2-TZVPD RIJCOSX def2/J DEFGRID3
* xyz 3 1
Tl 0.55 -0.14 0.12
O -2.08 1.27 -0.05
H -2.97 0.94 0.09
H -2.19 2.22 -0.13
O 2.58 1.86 0.23
H 3.08 2.32 -0.44
H 2.76 2.34 1.04
O -1.33 -0.18 2.45
H -2.28 -0.12 2.30
H -1.25 -0.39 3.38
O 0.35 2.28 -1.63
H -0.26 2.99 -1.43
H 0.44 2.30 -2.58
O 1.84 -2.59 -1.02
H 2.65 -2.89 -0.61
H 1.70 -3.20 -1.74
O -1.08 -2.63 0.01
H -0.69 -3.35 0.49
H -1.80 -3.02 -0.48
*
```

Results
orbital gap	4.07	eV
HOMO level	-23.35	eV
E_LUMO	-0.7087	Ha

Per-atom Löwdin charges, elementary charge units: atom 1 (Tl): 1.642, atom 2 (O): 0.010, atom 3 (H): 0.096, atom 4 (H): 0.091, atom 5 (O): 0.013, atom 6 (H): 0.102, atom 7 (H): 0.102, atom 8 (O): 0.041, atom 9 (H): 0.083, atom 10 (H): 0.108, atom 11 (O): 0.057, atom 12 (H): 0.093, atom 13 (H): 0.112, atom 14 (O): 0.017, atom 15 (H): 0.095, atom 16 (H): 0.102, atom 17 (O): 0.037, atom 18 (H): 0.092, atom 19 (H): 0.108

=====

[2]
Density functional theory data (the ωB97M-V functional and the def2-TZVPD basis) for a cluster of 6 separate species, H13NO5 in total in a non-equilibrium geometry.

```
! wB97M-V def2-TZVPD RIJCOSX def2/J DEFGRID3
* xyz 0 1
N -2.22 -0.25 -2.65
H -2.73 0.62 -2.78
H -1.66 -0.55 -3.43
H -2.88 -1.00 -2.45
H -1.49 1.63 2.84
H -1.84 1.59 1.32
O -1.34 2.05 1.99
H 1.36 0.75 4.16
H 1.15 0.97 2.66
O 1.59 0.39 3.30
H 0.11 0.14 -1.09
H -1.20 -0.21 -0.66
O -0.35 0.03 -0.24
H -0.17 -2.87 -0.32
H 0.16 -2.06 0.91
O 0.10 -2.98 0.60
H 4.18 0.96 -1.96
H 3.64 0.45 -0.61
O 3.56 0.35 -1.56
*
```

Results
orbital gap	11.23	eV
HOMO level	-10.85	eV
E_LUMO	0.0139	Ha
structure (SMILES)	N.O.O.O.O.O

Per-atom Löwdin charges, elementary charge units: atom 1 (N): 0.022, atom 2 (H): 0.033, atom 3 (H): 0.021, atom 4 (H): 0.028, atom 5 (H): 0.033, atom 6 (H): 0.019, atom 7 (O): -0.058, atom 8 (H): 0.028, atom 9 (H): 0.019, atom 10 (O): -0.061, atom 11 (H): 0.037, atom 12 (H): 0.004, atom 13 (O): -0.086, atom 14 (H): 0.026, atom 15 (H): 0.008, atom 16 (O): -0.075, atom 17 (H): 0.030, atom 18 (H): 0.034, atom 19 (O): -0.060

=====

[3]
Density functional theory data (the ωB97M-V functional and the def2-TZVPD basis) for a structure of composition H13Na2O7 in a non-equilibrium geometry.

```
! wB97M-V def2-TZVPD RIJCOSX def2/J DEFGRID3
* xyz 1 1
Na 1.46 -2.82 -0.16
Na 2.54 -0.10 0.48
O 0.32 -0.71 -0.04
H 0.17 0.25 -0.03
O -1.24 -2.77 -2.53
H -0.97 -1.97 -2.08
H -1.50 -2.46 -3.41
O 0.74 -1.10 2.64
H 0.50 -1.00 1.69
H 1.35 -0.38 2.82
O -0.74 0.29 -2.34
H -0.52 -0.26 -1.56
H -0.55 1.20 -2.07
O -2.17 -0.83 0.81
H -2.10 -1.67 1.27
H -1.29 -0.69 0.38
O -0.84 2.50 -0.08
H -1.25 2.19 0.73
H 0.10 2.29 0.01
O 1.95 2.62 0.77
H 2.10 1.97 1.46
H 1.93 3.47 1.25
*
```

Results
orbital gap	7.53	eV
HOMO level	-13.32	eV
E_LUMO	-0.2127	Ha

Per-atom Löwdin charges, elementary charge units: atom 1 (Na): 0.825, atom 2 (Na): 0.738, atom 3 (O): -0.425, atom 4 (H): -0.034, atom 5 (O): -0.045, atom 6 (H): -0.022, atom 7 (H): 0.056, atom 8 (O): -0.044, atom 9 (H): -0.043, atom 10 (H): 0.023, atom 11 (O): -0.062, atom 12 (H): -0.036, atom 13 (H): 0.023, atom 14 (O): -0.068, atom 15 (H): 0.033, atom 16 (H): -0.038, atom 17 (O): -0.032, atom 18 (H): 0.062, atom 19 (H): -0.019, atom 20 (O): -0.013, atom 21 (H): 0.023, atom 22 (H): 0.097

=====

[4]
Density functional theory data (the ωB97M-V functional and the def2-TZVPD basis) for a cluster of 7 separate species, H13O7 in total in a non-equilibrium geometry.

```
! wB97M-V def2-TZVPD RIJCOSX def2/J DEFGRID3
* xyz -1 1
O 12.23 -21.12 39.97
H 12.53 -20.74 40.89
O 12.87 -17.98 42.59
H 13.36 -18.64 42.79
H 12.58 -17.81 41.69
O 14.55 -22.47 39.64
H 13.76 -21.90 39.87
H 14.61 -22.68 38.60
O 9.91 -19.78 40.20
H 9.47 -20.29 39.53
H 10.78 -20.27 40.02
O 13.07 -18.98 38.51
H 12.10 -18.76 38.30
H 12.78 -19.71 39.04
O 11.29 -22.22 37.93
H 11.68 -21.83 38.85
H 10.53 -21.65 37.74
O 11.45 -23.11 41.66
H 12.29 -23.41 42.17
H 11.70 -22.58 40.72
*
```

Results
orbital gap	10.06	eV
HOMO level	-6.51	eV
E_LUMO	0.1305	Ha

Per-atom Löwdin charges, elementary charge units: atom 1 (O): -0.454, atom 2 (H): 0.094, atom 3 (O): 0.021, atom 4 (H): -0.080, atom 5 (H): 0.054, atom 6 (O): -0.181, atom 7 (H): -0.030, atom 8 (H): 0.100, atom 9 (O): -0.115, atom 10 (H): -0.001, atom 11 (H): -0.015, atom 12 (O): -0.112, atom 13 (H): 0.062, atom 14 (H): -0.064, atom 15 (O): -0.156, atom 16 (H): -0.014, atom 17 (H): -0.004, atom 18 (O): -0.225, atom 19 (H): 0.050, atom 20 (H): 0.069

=====

[5]
Density functional theory data (the ωB97M-V functional and the def2-TZVPD basis) for a cluster of 7 separate species, H13O7 in total.

```
! wB97M-V def2-TZVPD RIJCOSX def2/J DEFGRID3
* xyz -1 1
O -0.08 -0.23 0.36
H -0.21 0.06 1.28
O -2.85 -3.18 2.71
H -2.98 -3.97 2.19
H -2.27 -2.63 2.18
O 0.34 -3.22 -3.57
H 0.24 -2.66 -2.80
H 1.20 -2.97 -3.93
O 0.08 4.25 0.14
H -0.28 4.24 1.02
H 0.11 3.32 -0.11
O 1.52 2.01 4.39
H 2.35 2.37 4.09
H 1.38 1.24 3.83
O -3.98 0.72 -1.89
H -3.19 0.60 -1.36
H -3.65 0.90 -2.77
O 4.14 -0.09 -2.25
H 4.81 -0.43 -1.66
H 3.31 -0.33 -1.85
*
```

Results
orbital gap	6.45	eV
HOMO level	-3.25	eV
E_LUMO	0.1175	Ha

Per-atom Löwdin charges, elementary charge units: atom 1 (O): -0.691, atom 2 (H): -0.238, atom 3 (O): -0.065, atom 4 (H): 0.021, atom 5 (H): 0.030, atom 6 (O): -0.060, atom 7 (H): 0.034, atom 8 (H): 0.021, atom 9 (O): -0.069, atom 10 (H): 0.023, atom 11 (H): 0.026, atom 12 (O): -0.061, atom 13 (H): 0.024, atom 14 (H): 0.032, atom 15 (O): -0.067, atom 16 (H): 0.028, atom 17 (H): 0.021, atom 18 (O): -0.063, atom 19 (H): 0.023, atom 20 (H): 0.032

=====

[6]
Density functional theory data (the ωB97M-V functional and the def2-TZVPD basis) for a structure of composition H14IO7 in a non-equilibrium geometry.

```
! wB97M-V def2-TZVPD RIJCOSX def2/J DEFGRID3
* xyz -1 1
I -0.80 0.01 0.32
O 1.76 2.22 0.15
H 1.20 1.66 -0.48
H 1.61 3.13 0.03
O 1.82 -0.14 -1.81
H 0.86 -0.01 -1.44
H 2.50 -0.46 -1.18
O -2.81 -0.38 -2.09
H -2.26 -0.36 -2.89
H -2.36 -0.20 -1.30
O 1.85 -0.24 2.13
H 0.93 -0.45 1.95
H 2.30 -0.73 1.17
O -0.67 3.43 -1.23
H -0.06 3.21 -1.92
H -0.62 2.72 -0.51
O -1.19 -1.23 3.61
H -2.18 -1.23 3.47
H -0.62 -0.80 3.06
O -0.49 -3.54 -0.71
H 0.16 -3.75 -0.03
H -0.92 -2.86 -0.29
*
```

Results
orbital gap	8.54	eV
HOMO level	-5.46	eV
E_LUMO	0.1133	Ha

Per-atom Löwdin charges, elementary charge units: atom 1 (I): 0.574, atom 2 (O): -0.130, atom 3 (H): -0.063, atom 4 (H): -0.015, atom 5 (O): -0.190, atom 6 (H): -0.093, atom 7 (H): 0.023, atom 8 (O): -0.150, atom 9 (H): 0.028, atom 10 (H): -0.268, atom 11 (O): -0.236, atom 12 (H): -0.200, atom 13 (H): 0.149, atom 14 (O): -0.116, atom 15 (H): 0.007, atom 16 (H): -0.025, atom 17 (O): -0.100, atom 18 (H): 0.075, atom 19 (H): -0.140, atom 20 (O): -0.057, atom 21 (H): 0.033, atom 22 (H): -0.106

=====

[7]
Density functional theory data (the ωB97M-V functional and the def2-TZVPD basis) for a cluster of 8 separate species, H14IO7 in total in a non-equilibrium geometry.

```
! wB97M-V def2-TZVPD RIJCOSX def2/J DEFGRID3
* xyz -1 1
I -0.73 0.04 -1.06
O 0.93 0.97 2.15
H 0.21 1.04 1.51
H 1.47 1.78 2.20
O 2.66 0.16 -2.00
H 1.74 0.15 -1.69
H 2.96 1.06 -1.79
O -1.99 1.83 1.90
H -1.73 2.73 1.89
H -1.84 1.53 1.01
O 0.39 -2.72 0.85
H -0.19 -2.14 0.38
H -0.11 -3.44 1.28
O -3.31 -1.66 0.58
H -3.28 -2.55 0.34
H -2.87 -1.20 -0.13
O 0.78 3.29 -0.82
H 0.24 2.50 -0.83
H 0.44 3.85 -0.09
O 1.32 -2.71 -2.14
H 1.07 -1.82 -2.23
H 1.84 -2.71 -1.30
*
```

Results
orbital gap	8.31	eV
HOMO level	-5.42	eV
E_LUMO	0.1063	Ha

Per-atom Löwdin charges, elementary charge units: atom 1 (I): 0.356, atom 2 (O): -0.102, atom 3 (H): -0.081, atom 4 (H): 0.037, atom 5 (O): -0.127, atom 6 (H): -0.136, atom 7 (H): 0.024, atom 8 (O): -0.067, atom 9 (H): 0.005, atom 10 (H): -0.094, atom 11 (O): -0.092, atom 12 (H): -0.126, atom 13 (H): 0.037, atom 14 (O): -0.089, atom 15 (H): -0.014, atom 16 (H): -0.129, atom 17 (O): -0.126, atom 18 (H): -0.134, atom 19 (H): 0.035, atom 20 (O): -0.104, atom 21 (H): -0.112, atom 22 (H): 0.040

=====

[8]
Density functional theory data (the ωB97M-V functional and the def2-TZVPD basis) for a structure of composition H14KrO7Xe in a non-equilibrium geometry.

```
! wB97M-V def2-TZVPD RIJCOSX def2/J DEFGRID3
* xyz 0 1
Kr -2.33 0.22 -4.18
Xe -1.19 1.56 -0.63
O 1.76 0.39 -1.93
H 1.64 0.72 -2.82
H 2.08 1.15 -1.43
O 0.31 -1.93 -3.25
H 0.62 -1.06 -3.01
H -0.46 -2.08 -2.71
O 2.05 1.24 2.28
H 2.46 0.61 1.70
H 1.15 0.91 2.40
O -1.85 -2.46 -1.93
H -2.69 -2.75 -2.27
H -2.05 -2.12 -1.06
O -0.40 0.07 2.96
H 0.29 -0.42 3.40
H -1.08 0.18 3.63
O -1.73 -1.57 1.08
H -1.44 -2.42 1.39
H -1.07 -0.95 1.40
O 1.13 3.84 1.88
H 1.33 2.94 2.12
H 1.47 3.93 0.99
*
```

Results
orbital gap	9.98	eV
HOMO level	-10.11	eV
E_LUMO	-0.0046	Ha

Per-atom Löwdin charges, elementary charge units: atom 1 (Kr): 0.064, atom 2 (Xe): 0.229, atom 3 (O): -0.109, atom 4 (H): 0.037, atom 5 (H): 0.019, atom 6 (O): -0.095, atom 7 (H): -0.030, atom 8 (H): -0.060, atom 9 (O): -0.044, atom 10 (H): 0.057, atom 11 (H): -0.014, atom 12 (O): -0.062, atom 13 (H): 0.062, atom 14 (H): 0.019, atom 15 (O): -0.047, atom 16 (H): 0.066, atom 17 (H): 0.080, atom 18 (O): -0.088, atom 19 (H): 0.045, atom 20 (H): -0.039, atom 21 (O): -0.075, atom 22 (H): -0.034, atom 23 (H): 0.020